Record 1
Below is C3H3N3O in the gas phase, with properties calculated with ωB97M-V/def2-TZVPD.

XYZ file:
```
10
Properties=species:S:1:pos:R:3:nbo_charge:R:1
H -1.21757 1.98568 1.80266 0.1184
N 0.66901 0.70771 -0.71623 -0.1537
C -0.01064 1.47108 0.04972 -0.0522
O -0.51857 0.09545 1.95822 -0.4602
H -0.15607 2.48453 -0.32404 0.1969
N 0.00135 -2.64038 -1.15618 -0.6787
H 0.45100 -3.11355 -1.93072 0.3931
C -0.63053 1.14710 1.37553 0.3527
N 0.92168 -0.56378 -0.25777 -0.3571
C 0.49034 -1.57383 -0.80119 0.6408
```

Properties
* SMILES: N=C=N/N=C\C=O

Record 2
Below is C3H10N4O in the gas phase, with properties calculated with ωB97M-V/def2-TZVPD.

XYZ file:
```
18
Properties=species:S:1:pos:R:3:nbo_charge:R:1
N 1.41910 1.43739 -0.27704 -0.6909
H -2.17674 1.97392 0.19851 0.2049
H -1.96763 -1.58121 -1.26630 0.1899
H -0.46527 2.54416 -0.33189 0.2687
H -2.99496 -0.30533 -0.79691 0.1704
H -0.53259 1.73889 1.21796 0.1925
H 0.97933 -1.63388 0.69083 0.3882
H 3.10053 -1.77831 -0.38627 0.3723
N 2.77868 -0.73085 -0.08847 -0.7027
C -0.92037 1.60875 0.09784 -0.4635
N 1.32039 -0.97941 0.02387 -0.4454
C -2.30581 -1.08016 -0.30775 -0.2959
C 0.75646 0.26661 -0.00670 0.4802
O -1.40650 -0.55521 0.64353 -0.4043
N -0.50726 0.29599 -0.31423 -0.1765
H 2.46654 1.07711 0.07037 0.3557
H 3.59176 -0.56754 0.83742 0.3528
H -3.13567 -1.73092 -0.00478 0.2037
```

Properties
* SMILES: [H]/N=C(\NN)N(C)OC

These records have relative energy (zero: lowest compared OMol25 entry of this formula, charge and spin) values of 69.8 210.0 kcal/mol, in the order they appear.
These records have F_max values of 0.6 7.3 eV/A, in the order they appear.